[1]
A molecular structure, C15H22F2N2O4S at a distorted geometry, computed with ωB97M-V with the def2-TZVPD basis set.

Structure (XYZ):
```
46
Properties=species:S:1:pos:R:3
O -0.556 2.681 2.833
C -0.713 1.524 3.089
O -1.545 1.090 4.025
C 0.042 0.467 2.338
N -0.093 0.683 0.875
C 1.225 0.568 0.141
C 2.156 1.724 0.444
C 1.771 2.983 -0.352
O 2.980 3.583 -0.788
C 1.800 -0.806 0.427
S 3.148 -1.074 -0.713
O 0.802 -1.842 0.499
C -0.434 -1.620 -0.128
C -0.464 -1.964 -1.613
C -1.521 -1.569 -2.424
C -1.477 -1.969 -3.748
C -0.395 -2.700 -4.195
N 0.630 -3.103 -3.446
C 0.550 -2.731 -2.168
C -1.069 -0.239 0.171
C -2.373 -0.403 0.947
C -3.207 0.867 1.038
F -4.534 0.524 0.792
H -2.160 1.808 4.237
H 1.090 0.612 2.580
H -0.186 -0.547 2.635
H -0.446 1.629 0.714
H 1.003 0.608 -0.925
H 2.156 1.982 1.503
H 3.174 1.480 0.162
H 1.222 3.651 0.318
H 1.177 2.723 -1.232
H 2.742 4.317 -1.361
H 2.271 -0.775 1.412
H 3.942 -2.073 0.083
H -1.113 -2.337 0.335
H -2.356 -0.988 -2.059
H -2.273 -1.717 -4.429
H -0.362 -2.978 -5.240
H 1.347 -3.060 -1.522
H -1.353 0.293 -0.732
H -2.963 -1.085 0.338
H -2.233 -0.898 1.904
H -3.210 1.293 2.036
H -2.943 1.604 0.280
F 4.754 -2.220 0.919
```

Values from the calculation:
- Multiplicity: 1
- E_tot: -43349.382 eV
- Molar mass: 364.41 u
- E_LUMO: -0.55 eV



[2]
A molecular structure, C15H22MnN2OP at a distorted geometry, computed with ωB97M-V with the def2-TZVPD basis set.

Structure (XYZ):
```
42
Properties=species:S:1:pos:R:3
C -0.800 0.082 -4.982
C -1.508 1.280 -5.178
C -0.595 2.422 -4.962
C 0.685 1.879 -4.772
C 0.635 0.398 -4.755
Mn 0.953 -1.096 -2.896
P -0.057 -3.355 -3.119
H -1.148 -0.960 -5.134
H -2.564 1.353 -5.420
H -0.936 3.443 -4.783
H 1.415 -0.199 -5.302
H 1.628 2.415 -4.610
H 0.833 -4.333 -3.664
H -1.221 -3.603 -3.861
H -0.345 -4.058 -1.890
C -1.878 -1.920 4.112
C -0.432 -1.471 4.277
N -0.017 -0.440 3.307
C -0.314 0.944 3.698
C 0.740 1.408 4.687
C 0.094 -0.836 2.005
O -0.193 -1.979 1.651
C 0.522 0.165 0.946
C 1.306 1.331 1.095
C 1.606 2.074 -0.065
C 1.276 1.569 -1.313
N 0.742 0.331 -1.436
C 0.168 -0.228 -0.336
H -2.558 -1.054 4.136
H -2.125 -2.587 4.951
H -1.979 -2.474 3.163
H -0.257 -1.028 5.263
H 0.242 -2.328 4.134
H -0.317 1.600 2.817
H -1.311 0.965 4.164
H 1.740 1.214 4.286
H 0.642 2.477 4.894
H 0.660 0.846 5.623
H 1.638 1.669 2.069
H 2.121 3.036 -0.003
H 1.422 2.101 -2.258
H -0.511 -1.053 -0.536
```

Values from the calculation:
- Multiplicity: 5
- Energy above the lowest of the compared OMol25 structures with the same formula, charge and spin: 0.000 eV
- E_tot: -61544.382 eV
- ⟨S²⟩: 6.200
- Molar mass: 332.27 u
- E_LUMO (spin up / spin down): -0.21 / -0.40 eV



[3]
A molecular structure, C15H22N2O2 at a distorted geometry, computed with ωB97M-V with the def2-TZVPD basis set.

Structure (XYZ):
```
41
Properties=species:S:1:pos:R:3
C -1.173 -0.031 2.363
N -0.624 0.411 0.975
C 0.790 0.852 0.933
C 0.998 1.749 -0.162
C 2.391 2.156 -0.201
C 3.424 1.201 -0.099
C 3.371 0.357 -1.292
C 2.414 -0.598 -1.618
O 1.466 -0.628 -2.381
C 2.656 -1.773 -0.538
N 3.634 -1.624 0.153
O 3.683 -2.808 0.881
H 4.688 -3.017 1.274
H 1.834 -2.372 -0.430
H 4.425 -0.008 -1.708
H 3.208 1.121 -2.176
H 4.469 1.653 -0.041
H 3.398 0.550 0.777
H 2.590 2.968 0.837
H 2.468 3.112 -0.732
H 0.732 1.340 -1.209
H 0.120 2.705 0.128
H 1.253 -0.026 0.886
H 0.821 1.255 2.101
C -1.141 -0.370 -0.295
C -2.542 -0.537 -0.290
C -3.308 0.455 -0.398
C -4.647 0.805 -0.643
C -5.454 -0.589 -0.607
C -4.657 -1.790 -0.535
C -3.313 -1.643 -0.435
H -2.828 -2.718 -0.422
H -5.193 -2.648 -0.668
H -6.463 -0.679 -0.910
H -5.246 1.515 -0.693
H -2.729 1.768 -0.268
H -0.622 -0.245 -1.158
H -0.787 -1.536 0.472
H -2.311 -0.193 2.248
H -0.823 -0.817 2.708
H -0.974 0.678 3.173
```

Values from the calculation:
- Multiplicity: 1
- Energy above the lowest of the compared OMol25 structures with the same formula, charge and spin: 16.502 eV
- E_tot: -22971.719 eV
- Molar mass: 262.35 u
- E_LUMO: 0.16 eV



[4]
A single C15H22N2O3 molecule at a distorted geometry, computed with ωB97M-V with the def2-TZVPD basis set.

Structure (XYZ):
```
42
Properties=species:S:1:pos:R:3
C -2.271 -1.345 0.308
C -0.788 -1.457 1.004
C -2.356 -0.723 -1.010
C -2.372 0.794 -1.043
C -1.931 1.227 -2.419
C -1.525 1.461 -0.108
C 1.588 -1.741 0.839
C 1.686 -3.218 1.607
C 2.036 -0.480 1.604
C 1.999 0.663 0.581
C 2.382 2.000 0.843
C 1.737 0.380 -0.826
C 2.287 3.029 -0.056
C 1.875 1.452 -1.818
C 2.092 2.712 -1.417
H -2.737 -0.928 2.218
H -3.475 0.110 1.119
H -2.484 -2.480 0.161
H -3.190 -1.087 -1.585
H -1.401 -1.038 -1.522
H -3.412 1.057 -0.908
H -0.896 1.014 -2.599
H -2.101 2.365 -2.398
H -2.610 0.971 -3.355
H -1.649 2.515 -0.285
H -0.485 1.341 0.030
H -1.732 1.018 0.944
H 0.142 -1.777 -0.762
H 2.312 -1.828 0.002
H 1.207 -0.464 2.296
H 2.874 -0.630 2.239
H 2.713 2.151 1.794
H 1.444 -0.686 -1.195
H 2.645 4.060 0.202
H 1.385 1.299 -2.734
H 2.135 3.640 -2.060
H 2.866 -4.312 2.702
N -3.241 -0.849 1.237
N 0.282 -1.580 0.267
O -0.695 -1.297 2.233
O 0.740 -3.996 1.662
O 2.927 -3.339 2.209
```

Values from the calculation:
- SMILES: CC(C)C[C@H](N)C(=O)N[C@@H](Cc1ccccc1)C(=O)O
- Multiplicity: 1
- Energy above the lowest of the compared OMol25 structures with the same formula, charge and spin: 4.701 eV
- E_tot: -25031.914 eV
- Molar mass: 278.35 u
- E_LUMO: 0.47 eV



[5]
A single C15H22N2O3S molecule, computed with ωB97M-V with the def2-TZVPD basis set.

Structure (XYZ):
```
43
Properties=species:S:1:pos:R:3
C 3.978 1.308 -2.646
H 4.978 0.955 -2.384
H 4.011 2.334 -3.002
H 3.552 0.647 -3.403
O 3.139 1.310 -1.499
C 3.038 0.141 -0.862
O 3.738 -0.812 -1.060
C 2.018 0.250 0.284
N 0.730 0.621 -0.258
C 0.344 0.209 -1.494
O 1.101 -0.326 -2.281
N -0.952 0.504 -1.836
C -2.024 0.795 -0.979
C -2.183 0.091 0.209
C -3.235 0.359 1.074
C -4.146 1.343 0.717
C -4.009 2.028 -0.478
C -2.955 1.775 -1.343
C -2.805 2.519 -2.634
H -3.490 3.362 -2.671
H -1.786 2.888 -2.748
H -3.023 1.867 -3.480
H -4.734 2.784 -0.743
H -4.975 1.570 1.371
C -3.380 -0.421 2.346
H -2.474 -0.355 2.947
H -3.558 -1.473 2.125
H -4.213 -0.049 2.936
H -1.485 -0.700 0.444
H -1.158 0.401 -2.819
H 0.073 1.106 0.330
C 1.955 -1.071 1.061
C 1.141 -0.930 2.337
H 0.116 -0.619 2.133
H 1.602 -0.206 3.010
S 1.054 -2.472 3.305
C -0.039 -3.454 2.239
H 0.461 -3.686 1.303
H -0.252 -4.371 2.778
H -0.961 -2.906 2.062
H 1.522 -1.826 0.403
H 2.971 -1.387 1.302
H 2.356 1.062 0.939
```

Values from the calculation:
- SMILES: COC(=O)[C@H](CCSC)NC(=O)Nc1cc(C)ccc1C
- Multiplicity: 1
- Energy above the lowest of the compared OMol25 structures with the same formula, charge and spin: 0.195 eV
- E_tot: -35871.389 eV
- Molar mass: 310.42 u
- E_LUMO: 0.63 eV